Record 1
{"formula": "C17H10F4N4PbSe3Te", "method": "wB97M-V/def2-TZVPD", "symbols": ["Pb", "Te", "Se", "Se", "Se", "F", "F", "F", "F", "N", "N", "N", "N", "C", "C", "C", "C", "C", "C", "C", "C", "C", "C", "C", "C", "C", "C", "C", "C", "C", "H", "H", "H", "H", "H", "H", "H", "H", "H", "H"], "coordinates": [[-1.23095, -1.10591, 2.50886], [-0.44144, -4.80103, 0.49434], [1.27094, -3.01562, 0.21936], [1.33960, -2.00307, 2.28969], [-2.28979, -3.63187, 1.52924], [-0.11501, -2.24390, -4.57845], [-0.01641, 2.17479, -6.29284], [-0.32053, 3.11559, -3.87864], [-0.37278, -1.28975, -2.16471], [-0.14212, 3.90549, -0.83952], [0.35804, -3.10006, -7.45614], [-1.13597, 0.01540, 0.44740], [0.18208, 0.83611, -9.03770], [0.10812, -0.59630, -6.89796], [-1.17692, 1.78118, 4.76914], [-0.29142, -0.41300, -3.18440], [-0.24789, 1.78952, -4.02624], [-0.50437, 1.45472, -1.55978], [-0.34638, 0.95928, -2.89627], [-0.32544, 2.82089, -1.18332], [-0.82904, 0.63887, -0.48218], [0.57581, 0.00336, 5.25976], [-0.09902, 1.29666, -5.29442], [-0.15096, -0.91613, -4.44509], [0.93505, -1.29709, 5.93198], [0.22865, -1.98809, -7.18395], [1.72794, 0.76523, 4.66443], [-0.04207, -0.08662, -5.58411], [-0.68197, 0.45637, 5.27946], [0.14977, 0.22934, -8.05892], [2.40507, 0.09683, 4.12862], [0.04995, -1.88904, 6.16758], [2.31669, 1.23048, 5.46092], [1.60284, -1.89983, 5.31288], [-1.16422, 2.52660, 5.56772], [-2.20953, 1.71036, 4.42213], [1.46435, -1.10183, 6.86880], [-1.42084, -0.16004, 5.78829], [-0.57606, 2.17763, 3.95064], [1.41622, 1.55448, 3.98342]], "forces_ev_per_angstrom": [[0.07, 0.17, 0.12], [-0.18, 0.11, 0.08], [0.05, 0.04, -0.11], [-0.12, -0.02, 0.12], [0.16, -0.16, -0.16], [0.01, 0.08, -0.02], [-0.01, -0.06, 0.08], [0.02, -0.10, 0.02], [0.01, 0.05, -0.13], [-0.09, -0.06, 0.07], [-0.04, 0.01, -0.04], [-0.03, -0.13, 0.05], [0.01, -0.01, 0.00], [-0.02, -0.04, -0.12], [0.00, -0.05, -0.04], [-0.03, -0.19, 0.06], [0.02, 0.15, -0.08], [0.00, 0.12, 0.17], [-0.08, 0.07, 0.25], [0.11, -0.07, -0.21], [0.02, 0.03, -0.22], [0.07, -0.06, -0.05], [-0.01, 0.12, -0.05], [0.01, -0.10, 0.07], [-0.01, 0.06, 0.01], [0.05, 0.17, 0.10], [0.02, 0.00, 0.09], [0.02, -0.08, -0.15], [-0.03, 0.04, -0.01], [0.00, -0.09, 0.13], [-0.02, 0.00, -0.01], [0.00, 0.02, 0.02], [-0.01, -0.01, -0.01], [-0.01, 0.00, -0.02], [-0.02, 0.01, 0.00], [0.01, -0.01, 0.00], [0.03, 0.00, -0.03], [0.00, 0.01, 0.00], [0.01, 0.00, 0.01], [-0.01, 0.00, 0.01]], "lumo_energy_ha": [-0.086, -0.133], "homo_lumo_gap_ev": [5.88, 3.95]}



Record 2
{"formula": "C17H11BF14N3V", "method": "wB97M-V/def2-TZVPD", "symbols": ["V", "F", "F", "F", "F", "F", "F", "F", "F", "F", "F", "F", "F", "F", "F", "N", "N", "N", "C", "C", "C", "C", "C", "C", "C", "C", "C", "C", "C", "C", "C", "C", "C", "C", "C", "B", "H", "H", "H", "H", "H", "H", "H", "H", "H", "H", "H"], "coordinates": [[-0.16332, -0.18370, 0.09319], [3.17008, 4.02818, -0.75998], [-0.32018, 1.06358, -1.74216], [-0.42719, -2.96922, -2.61617], [6.28210, 0.60574, 0.07464], [-1.37281, -1.48551, -1.06728], [4.33377, -1.02531, 0.86652], [-3.01845, 4.52227, -3.50779], [1.18068, 2.42214, 0.10721], [-4.09756, 2.59617, 0.64028], [-0.84438, 2.87398, -3.71182], [-0.26728, -3.36965, -0.35030], [-4.61524, 4.33927, -1.31616], [0.83005, -1.55769, -1.24457], [5.74796, 3.13357, -0.77104], [1.58335, -0.08811, 0.95376], [-0.57647, -0.62297, 2.14048], [-1.79072, 0.82328, 0.41905], [-0.35319, 0.49880, 3.06627], [-1.40754, 1.89994, -1.64702], [-2.69869, 0.26917, 1.41919], [3.45135, 2.79008, -0.35394], [-2.19517, 1.75123, -0.50113], [-2.00215, -0.94781, 2.04346], [4.00368, 0.22317, 0.50155], [-3.56174, 3.53416, -1.43546], [1.77409, -1.19080, 1.89846], [-3.28829, 2.61986, -0.43208], [0.39286, -1.68913, 2.39155], [-1.64646, 2.80245, -2.65427], [5.02724, 1.05530, 0.07932], [2.44832, 1.95606, 0.08514], [2.66909, 0.64409, 0.53261], [-2.74894, 3.63535, -2.55038], [4.76086, 2.33950, -0.35504], [-0.30372, -2.46395, -1.38091], [-0.75905, 0.24355, 4.05119], [-2.10807, -1.82389, 1.40080], [-0.83218, 1.40223, 2.69916], [-2.43956, -1.17853, 3.02152], [0.44985, -1.94051, 3.45630], [-3.64375, -0.05427, 0.97469], [2.39273, -0.86991, 2.74388], [0.08095, -2.57744, 1.84269], [-2.94624, 1.00027, 2.19370], [0.70984, 0.69641, 3.15759], [2.28365, -2.03981, 1.43922]], "forces_ev_per_angstrom": [[0.06, 0.40, -0.05], [0.00, -0.02, 0.01], [0.03, 0.03, -0.11], [-0.01, 0.04, -0.04], [-0.02, 0.00, -0.01], [0.06, -0.11, 0.19], [0.02, 0.01, -0.01], [0.01, -0.01, 0.01], [0.04, 0.05, -0.03], [0.00, 0.02, -0.03], [0.00, -0.01, 0.03], [0.00, -0.04, -0.04], [0.00, -0.01, -0.01], [-0.02, -0.04, 0.12], [-0.01, -0.02, 0.00], [-0.41, -0.12, -0.11], [0.04, 0.06, -0.28], [0.38, -0.30, 0.16], [-0.01, 0.05, 0.10], [-0.08, -0.03, 0.12], [-0.12, 0.03, 0.03], [0.00, 0.03, -0.02], [-0.02, 0.30, -0.20], [-0.17, -0.07, 0.08], [-0.11, 0.07, 0.01], [-0.03, 0.02, -0.01], [0.11, -0.10, 0.07], [0.04, -0.13, 0.04], [0.12, -0.08, 0.09], [0.04, 0.01, -0.06], [0.04, 0.01, 0.00], [-0.05, -0.16, 0.08], [0.13, 0.11, -0.09], [-0.02, 0.01, 0.01], [0.03, 0.01, 0.00], [-0.07, 0.00, 0.05], [0.00, -0.02, -0.01], [0.02, 0.01, 0.01], [0.00, -0.01, -0.02], [0.03, -0.03, 0.00], [-0.08, -0.05, -0.02], [0.01, 0.02, -0.02], [-0.02, 0.03, -0.01], [-0.01, 0.03, -0.03], [-0.01, 0.00, -0.02], [0.01, -0.01, -0.02], [0.03, 0.02, 0.02]], "spin_multiplicity": 3, "lumo_energy_ha": [-0.026, 0.003], "homo_lumo_gap_ev": [7.55, 8.47], "s_squared": 2.02}



Record 3
{"formula": "C17H11Cl4O3S", "method": "wB97M-V/def2-TZVPD", "symbols": ["Cl", "Cl", "Cl", "Cl", "S", "O", "O", "O", "C", "C", "C", "C", "C", "C", "C", "C", "C", "C", "C", "C", "C", "C", "C", "C", "C", "H", "H", "H", "H", "H", "H", "H", "H", "H", "H", "H"], "coordinates": [[1.25396, 2.97080, -2.75067], [-3.50995, -0.51232, -1.37784], [-0.10218, 0.90350, -1.43146], [-3.95461, 3.97601, 1.31948], [2.97293, 0.74304, -1.87758], [-2.17543, -1.54161, 0.90038], [3.00958, 1.07468, -0.49826], [3.90867, 1.30225, -2.84405], [-1.68870, 0.44364, 4.61054], [-2.60009, 2.44839, 3.58960], [-2.08076, 1.80276, 4.70446], [2.26986, -1.77596, -1.22631], [2.97662, -0.98704, -2.14138], [2.93489, -3.75385, -2.46641], [-2.67375, 1.77948, 2.34413], [-1.80247, -0.23124, 3.38523], [2.25813, -3.16870, -1.40424], [1.20577, 1.19194, -2.47081], [-2.84749, 0.43186, -0.16543], [3.63739, -2.95903, -3.36194], [-3.26346, 1.75724, -0.05555], [3.68876, -1.56308, -3.20391], [-2.27653, 0.40909, 2.23443], [-3.23722, 2.40258, 1.19322], [-2.36171, -0.31546, 0.95758], [-1.98036, 2.34538, 5.64583], [-1.29084, -0.07255, 5.50661], [2.90939, -4.82258, -2.59963], [1.71940, -1.27785, -0.41197], [-1.52851, -1.29356, 3.32790], [4.26579, -0.91346, -3.88005], [1.14910, 0.62093, -3.43025], [-2.94517, 3.48051, 3.66243], [1.69608, -3.76515, -0.68643], [4.16752, -3.39796, -4.20734], [-3.70462, 2.26732, -0.89032]], "forces_ev_per_angstrom": [[0.29, -0.43, -0.39], [-0.40, -0.97, -2.07], [-0.49, -0.87, 0.77], [-0.05, 0.55, -0.05], [-0.73, 0.82, -1.87], [0.49, -0.51, 0.12], [0.40, 0.03, 0.92], [-0.78, -0.30, 0.84], [0.02, -0.20, -0.30], [0.39, -0.34, 0.64], [-0.13, -0.20, -0.60], [-0.08, -0.14, -0.19], [0.13, -1.02, 0.28], [-0.07, 0.45, 0.10], [-0.60, -0.07, -0.28], [0.21, -0.08, 1.17], [-0.29, 0.64, 0.50], [1.73, 0.43, -1.33], [0.25, 0.84, 1.87], [0.36, 0.83, -0.29], [-0.03, 0.46, 2.10], [-0.21, -0.09, 0.06], [0.46, 0.95, 0.02], [0.57, -0.90, -1.40], [-0.62, 0.01, 0.14], [-0.07, -0.18, -0.20], [-0.29, 0.31, -0.71], [-0.01, -0.17, -0.01], [0.32, -0.49, -0.39], [-0.11, 0.54, -0.15], [-0.39, -0.44, 0.37], [-0.27, 0.74, 0.64], [0.17, -0.32, -0.04], [0.15, 0.04, -0.25], [-0.12, 0.01, 0.26], [-0.21, 0.06, -0.28]], "total_charge": -1, "lumo_energy_ha": 0.081, "homo_lumo_gap_ev": 5.42}



Record 4
{"formula": "C17H11Cl7NO3", "method": "wB97M-V/def2-TZVPD", "symbols": ["Cl", "Cl", "Cl", "Cl", "Cl", "Cl", "Cl", "O", "O", "O", "N", "C", "C", "C", "C", "C", "C", "C", "C", "C", "C", "C", "C", "C", "C", "C", "C", "C", "H", "H", "H", "H", "H", "H", "H", "H", "H", "H", "H"], "coordinates": [[1.05071, 3.26383, 1.86762], [6.72291, -3.37627, -1.37745], [-0.36013, 0.60147, 6.37744], [-0.86170, -0.42907, 0.12547], [-2.00359, 3.46798, 1.07312], [1.77939, 2.21141, 4.72784], [-3.16439, 0.02229, 5.06493], [-1.39709, -2.16196, -2.48545], [-2.77301, -0.30527, -2.50104], [-3.40315, 1.21729, 2.37971], [0.68381, -0.63787, -2.01704], [5.36854, -1.05874, -1.15248], [-2.42295, 1.62488, 3.02150], [-4.91594, 0.45644, -1.89032], [2.93160, -2.23901, -1.90069], [4.08019, -3.03045, -1.81509], [5.29926, -2.43091, -1.44979], [4.21871, -0.28089, -1.22591], [-3.75451, -0.37139, -1.41045], [-1.60708, -0.99562, -2.26416], [-1.48852, 2.62826, 2.47193], [0.19212, 2.02786, 4.12949], [2.99940, -0.86747, -1.60748], [-0.57166, -0.11167, -1.60495], [-0.77416, 1.28137, 4.85965], [-2.03396, 1.04780, 4.31867], [1.76944, -0.08611, -1.63248], [-0.16871, 2.62620, 2.88986], [1.96887, -2.66927, -2.17627], [1.82857, 0.96510, -1.29140], [-4.01133, -1.42990, -1.27611], [-5.39847, -0.00356, -2.75381], [-4.61067, 1.47192, -2.15664], [-3.34173, 0.03150, -0.47756], [4.04664, -4.09312, -2.03126], [6.31810, -0.61571, -0.87209], [4.22069, 0.78345, -0.98952], [-5.64933, 0.52175, -1.09131], [-0.76690, 0.94347, -1.85648]], "forces_ev_per_angstrom": [[0.36, 0.45, -0.13], [0.51, -0.36, 0.06], [0.18, -0.13, 0.35], [0.31, 0.38, 0.42], [-0.05, 0.06, -0.46], [0.71, 0.02, 0.28], [-0.44, -0.42, 0.30], [-0.92, 1.20, -0.18], [0.43, -0.74, 0.33], [-0.30, 0.39, 0.20], [1.44, 0.06, 1.19], [-0.09, -0.39, -0.12], [0.63, -0.23, -0.05], [-0.33, -0.09, 0.07], [0.63, -0.13, 0.16], [0.16, 0.67, 0.07], [-1.24, 0.90, -0.10], [-0.55, -0.44, -0.22], [0.04, 0.06, -0.45], [-0.57, -0.63, 0.05], [-0.09, -1.43, 0.82], [-1.11, -0.18, -0.49], [0.75, -0.33, -0.28], [0.00, 0.13, -1.22], [-0.08, 0.59, -1.31], [0.83, 1.26, -0.93], [-0.96, 0.40, -0.36], [-0.61, -0.49, 1.20], [0.26, 0.13, 0.10], [-0.12, -0.38, 0.30], [-0.05, 0.23, 0.07], [0.07, 0.02, -0.04], [0.09, -0.16, 0.10], [-0.01, -0.07, -0.30], [0.01, 0.14, 0.03], [-0.09, -0.10, -0.01], [0.20, -0.26, -0.01], [-0.12, 0.07, 0.11], [0.18, -0.21, 0.44]], "total_charge": -1, "lumo_energy_ha": 0.060, "homo_lumo_gap_ev": 5.53}



Record 5
{"formula": "C17H11F10N3SbSe4V", "method": "wB97M-V/def2-TZVPD", "symbols": ["Sb", "Se", "Se", "Se", "Se", "V", "F", "F", "F", "F", "F", "F", "F", "F", "F", "F", "N", "N", "N", "C", "C", "C", "C", "C", "C", "C", "C", "C", "C", "C", "C", "C", "C", "C", "C", "C", "H", "H", "H", "H", "H", "H", "H", "H", "H", "H", "H"], "coordinates": [[4.19835, -2.20889, 1.28142], [1.79635, -1.01476, -1.03319], [2.23528, -3.11703, -0.10894], [5.85594, -1.33877, -0.06617], [3.75935, -2.40574, 3.55303], [0.04908, -0.58312, 0.60822], [-1.49317, -5.91036, 4.03451], [4.36607, 1.29525, 3.89778], [-3.47063, -5.75374, 2.18723], [2.82929, 1.12001, 1.69070], [3.24947, 1.04630, 6.35430], [0.45899, -3.99862, 4.06591], [-0.97546, 0.49318, 4.38964], [-3.55349, -3.81142, 0.39848], [0.39916, -1.96906, 2.23945], [0.58223, 0.66334, 6.60939], [-1.44694, -1.70930, 0.42208], [0.09699, 0.76180, 1.83692], [-1.17489, 0.69501, -0.56222], [0.33704, 0.71478, 4.27274], [-1.23775, 1.94344, 0.25232], [-0.50729, -3.96448, 3.16259], [-1.50527, -4.92624, 3.14945], [3.06034, 1.10991, 4.02098], [0.88668, 0.84350, 2.99487], [2.48933, 0.98870, 5.27463], [1.12022, 0.79072, 5.40570], [2.26205, 1.02678, 2.89320], [-1.11420, 1.59788, 1.72010], [-0.69146, 1.02025, -1.93043], [-2.51371, -4.84040, 2.20627], [-2.39366, -1.42323, -0.65470], [-0.55872, -2.97134, 2.21482], [-2.53541, 0.07867, -0.64247], [-1.54461, -2.83677, 1.24105], [-2.54228, -3.81207, 1.27366], [-3.05845, 0.47479, -1.51436], [-0.71073, 0.12243, -2.54470], [0.32829, 1.39813, -1.87817], [-2.16338, 2.48355, 0.03741], [-1.99439, 1.07876, 2.10581], [-3.35903, -1.89350, -0.49896], [-0.98324, 2.50934, 2.30672], [-1.99198, -1.78331, -1.60773], [-0.39161, 2.56675, -0.03796], [-3.08358, 0.36587, 0.25449], [-1.33620, 1.78285, -2.37046]], "forces_ev_per_angstrom": [[0.00, 0.02, 0.05], [-0.26, 0.20, 0.23], [-0.15, -0.02, -0.01], [0.07, 0.04, -0.04], [-0.03, -0.02, 0.03], [0.24, -1.01, -0.88], [0.00, 0.03, -0.03], [-0.02, -0.02, 0.01], [0.01, 0.01, 0.00], [0.05, 0.00, -0.06], [-0.02, 0.01, -0.03], [-0.02, 0.01, -0.04], [-0.01, -0.01, 0.01], [0.02, 0.00, 0.01], [-0.14, 0.01, 0.04], [-0.01, -0.01, -0.02], [0.40, -0.27, 0.39], [-0.41, 0.28, 0.03], [0.06, 0.40, 0.08], [0.08, 0.00, -0.13], [-0.04, 0.27, -0.12], [0.10, 0.04, 0.02], [0.00, -0.06, 0.08], [0.07, 0.01, -0.10], [0.01, -0.11, 0.05], [0.01, 0.00, 0.10], [0.02, 0.00, -0.01], [-0.09, 0.02, 0.18], [0.18, 0.19, 0.19], [0.04, -0.13, 0.09], [-0.03, 0.00, -0.05], [0.08, 0.03, -0.08], [-0.02, 0.00, -0.01], [0.01, 0.01, 0.06], [-0.11, 0.14, 0.08], [0.12, -0.11, -0.06], [-0.03, -0.02, 0.01], [0.00, 0.03, -0.01], [-0.01, 0.01, -0.01], [0.03, 0.01, -0.05], [-0.02, 0.02, -0.01], [-0.01, 0.05, 0.00], [-0.05, -0.01, -0.01], [-0.06, -0.01, 0.01], [-0.02, -0.01, 0.03], [-0.02, 0.01, -0.03], [-0.01, 0.01, -0.01]], "spin_multiplicity": 2, "total_charge": 1, "lumo_energy_ha": [-0.199, -0.179], "homo_lumo_gap_ev": [6.01, 6.59], "s_squared": 0.78}



Record 6
{"formula": "C17H11HfN3O2S", "method": "wB97M-V/def2-TZVPD", "symbols": ["Hf", "S", "O", "O", "N", "N", "N", "C", "C", "C", "C", "C", "C", "C", "C", "C", "C", "C", "C", "C", "C", "C", "C", "C", "H", "H", "H", "H", "H", "H", "H", "H", "H", "H", "H"], "coordinates": [[0.96585, 0.18191, 0.43344], [-1.73355, -0.51330, 3.67833], [2.24136, -1.16945, -0.17390], [2.46837, -3.39563, -0.29585], [-0.40251, -1.36876, -0.11628], [0.48046, 1.81939, -0.40903], [0.61756, 0.29334, 2.45155], [-3.83481, -0.18609, 0.07813], [1.57987, 3.98746, -0.66841], [-2.47294, -0.17154, -0.03376], [-1.76736, -1.39219, -0.02142], [4.02657, 2.68238, -0.95435], [-0.40333, -0.05240, 2.96882], [3.97777, 4.06613, -0.97899], [-1.70026, -3.81572, 0.08084], [1.79586, -2.40349, -0.20501], [-2.45797, -2.62410, 0.08338], [1.59552, 2.57629, -0.62513], [-4.53395, -1.40349, 0.19592], [-3.86415, -2.59500, 0.19589], [0.28027, -2.51395, -0.11833], [2.74649, 4.70440, -0.84103], [2.86431, 1.94487, -0.79235], [-0.33587, -3.76220, -0.02626], [-1.90765, 0.74993, -0.14369], [-4.38519, 0.74511, 0.07613], [-4.40261, -3.53086, 0.27878], [0.62785, 4.48951, -0.55437], [-2.21105, -4.76699, 0.16388], [2.90061, 0.85537, -0.87970], [4.97208, 2.17261, -1.09683], [4.88341, 4.63933, -1.12499], [-5.61198, -1.39025, 0.28219], [0.29367, -4.63967, -0.03337], [2.70731, 5.78703, -0.87425]], "forces_ev_per_angstrom": [[-0.86, 3.73, 0.15], [-0.38, -0.14, 0.14], [1.48, -1.66, -0.87], [-0.15, 0.06, 0.03], [-0.43, -1.33, -0.02], [-0.09, -0.65, 0.09], [-0.64, -0.16, 1.12], [0.15, 0.10, -0.01], [0.08, -0.02, 0.16], [0.05, 0.02, 0.02], [-0.17, -0.02, -0.11], [0.22, 0.09, 0.08], [0.56, 0.21, 0.18], [0.12, -0.14, -0.01], [0.02, 0.16, -0.02], [0.39, -0.65, -0.17], [0.22, 0.14, -0.01], [0.43, 0.26, -0.48], [-0.01, -0.19, 0.02], [-0.20, 0.01, 0.00], [-0.28, -0.02, -0.07], [-0.08, 0.00, 0.02], [-0.58, 0.12, 0.10], [-0.03, -0.10, -0.03], [-0.10, 0.06, -0.01], [0.02, 0.01, -0.01], [0.01, 0.00, 0.01], [-0.01, -0.01, -0.01], [0.00, 0.00, 0.01], [0.31, 0.16, -0.29], [-0.02, -0.01, 0.02], [-0.02, 0.01, 0.00], [0.00, -0.01, 0.01], [-0.02, -0.01, -0.01], [-0.03, -0.01, 0.00]], "lumo_energy_ha": -0.064, "homo_lumo_gap_ev": 5.42}